105
Properties=species:S:1:pos:R:3 method="wB97M-V/def2-TZVPD" lumo_energy_ev=3.49 relative_energy_kcal_mol=15.5 total_charge=-2 homo_energy_ev=-1.7 orbital_gap_ev=5.16
Cs -0.222 0.493 -1.251
C -5.545 5.860 -2.034
S -6.155 4.283 -2.638
C -4.847 3.129 -2.118
S -3.230 3.638 -1.960
N -5.381 1.944 -2.063
N -4.582 0.956 -1.519
C -4.613 -0.161 -2.121
C -4.056 -1.399 -1.523
C -4.413 -2.622 -2.090
C -3.941 -3.794 -1.528
C -3.138 -3.719 -0.401
C -2.842 -2.459 0.101
N -3.274 -1.329 -0.441
H -5.966 6.646 -2.662
H -4.457 5.863 -2.124
H -5.828 6.033 -0.996
H -5.132 -0.260 -3.077
H -5.049 -2.639 -2.966
H -4.193 -4.752 -1.966
H -2.728 -4.606 0.064
H -2.203 -2.349 0.972
C 5.984 0.190 3.240
C 4.557 0.031 3.746
N 3.654 1.035 3.200
C 3.363 2.170 4.054
C 2.260 1.872 5.060
C 3.118 0.887 1.948
S 2.060 2.093 1.332
N 3.563 -0.203 1.315
C 2.846 -0.863 0.389
O 1.639 -0.771 0.150
C 3.633 -1.882 -0.404
C 4.855 -2.385 0.032
C 5.528 -3.331 -0.728
C 4.990 -3.770 -1.933
C 3.773 -3.267 -2.375
C 3.095 -2.331 -1.606
H 6.638 -0.568 3.680
H 6.382 1.175 3.497
H 5.999 0.079 2.157
H 4.528 0.137 4.834
H 4.182 -0.961 3.499
H 3.058 2.995 3.415
H 4.288 2.459 4.566
H 1.340 1.631 4.524
H 2.071 2.738 5.699
H 2.513 1.025 5.703
H 5.263 -2.028 0.969
H 6.474 -3.731 -0.379
H 5.519 -4.508 -2.526
H 3.334 -3.603 -3.307
H 2.138 -1.947 -1.942
C 0.572 -5.928 -3.394
C 0.025 -5.105 -2.381
C -0.026 -3.750 -2.565
C 0.451 -3.109 -3.744
C 0.370 -1.665 -3.835
C 0.870 -1.192 -5.043
C 1.405 -2.002 -6.075
C 1.471 -3.363 -5.946
C 0.986 -3.958 -4.754
C 1.037 -5.364 -4.548
H 0.625 -7.003 -3.251
H -0.345 -5.547 -1.463
H -0.435 -3.104 -1.795
H 0.860 -0.116 -5.230
H 1.774 -1.539 -6.988
H 1.878 -3.990 -6.734
H 1.462 -5.990 -5.329
C 2.958 2.988 -4.539
P 2.307 2.520 -2.922
C 3.472 1.319 -2.279
C 2.472 3.995 -1.909
O 0.906 2.014 -3.014
H 3.964 3.403 -4.464
H 2.287 3.720 -4.989
H 2.974 2.099 -5.172
H 4.497 1.684 -2.365
H 3.359 0.392 -2.846
H 3.254 1.124 -1.227
H 3.460 4.445 -2.022
H 2.320 3.721 -0.864
H 1.702 4.705 -2.212
S -4.152 3.411 5.008
C -3.336 2.598 3.643
C -3.991 2.453 2.432
C -3.333 1.792 1.398
N -2.103 1.305 1.531
C -1.469 1.475 2.688
C -2.044 2.112 3.779
C -4.764 1.980 5.882
C -4.013 1.366 6.873
C -4.545 0.263 7.527
N -5.746 -0.244 7.263
C -6.457 0.350 6.308
C -6.016 1.457 5.596
H -4.988 2.846 2.284
H -3.800 1.635 0.432
H -0.449 1.106 2.733
H -1.492 2.238 4.702
H -3.031 1.740 7.130
H -3.971 -0.234 8.302
H -7.431 -0.077 6.095
H -6.633 1.899 4.825

***

64
Properties=species:S:1:pos:R:3 method="wB97M-V/def2-TZVPD" multiplicity=2 lumo_energy_ev="-9.35 / -13.21" total_charge=+3 homo_energy_ev="-16.9 / -16.9" orbital_gap_ev="7.56 / 3.74"
Ru 0.083 -0.081 0.596
N 3.672 0.525 -1.959
C 2.952 -0.392 -1.329
N 1.971 0.224 -0.685
C 2.172 1.548 -0.966
N 3.193 1.768 -1.741
C 1.317 2.584 -0.397
C 1.560 3.943 -0.576
N 0.759 4.856 -0.040
C -0.272 4.441 0.695
C -0.503 3.091 0.900
N 0.280 2.165 0.331
H 4.480 0.397 -2.551
H 3.149 -1.453 -1.369
H 2.415 4.271 -1.157
H -0.917 5.195 1.128
H -1.313 2.751 1.525
C -4.107 0.703 -0.598
C -4.447 -0.432 -1.316
C -3.526 -1.463 -1.430
C -2.278 -1.331 -0.853
N -1.942 -0.208 -0.190
C -2.841 0.776 -0.055
C -1.241 -2.371 -0.905
C -1.410 -3.619 -1.472
C -0.355 -4.519 -1.464
C 0.843 -4.161 -0.866
C 0.944 -2.900 -0.313
N -0.076 -2.025 -0.345
H -4.806 1.516 -0.457
H -5.418 -0.516 -1.792
H -3.789 -2.363 -1.970
H -2.525 1.654 0.485
H -2.354 -3.900 -1.919
H -0.473 -5.495 -1.916
H 1.682 -4.843 -0.824
H 1.846 -2.569 0.175
C 0.181 0.672 4.221
P -0.155 -0.499 2.886
C 0.986 -1.847 3.170
C 0.738 -2.904 4.044
C 1.762 -3.792 4.341
C 3.014 -3.640 3.760
C 3.265 -2.590 2.883
C 2.250 -1.692 2.586
C -1.855 -1.064 3.070
C -2.198 -2.342 2.651
C -3.512 -2.850 2.899
C -4.472 -2.052 3.515
C -4.159 -0.755 3.859
C -2.840 -0.245 3.634
H -0.074 0.165 5.153
H -0.387 1.596 4.124
H 1.245 0.901 4.225
H -0.235 -3.022 4.511
H 1.585 -4.603 5.036
H 3.809 -4.336 4.002
H 4.252 -2.463 2.454
H 2.445 -0.841 1.944
H -1.452 -2.963 2.166
H -3.762 -3.865 2.610
H -5.459 -2.444 3.719
H -4.911 -0.123 4.319
H -2.613 0.776 3.922

***

81
Properties=species:S:1:pos:R:3 method="wB97M-V/def2-TZVPD" lumo_energy_ev=3.28 total_charge=-2 homo_energy_ev=-1.1 orbital_gap_ev=4.38
K 2.269 -1.063 -1.785
O 0.631 -1.710 -5.878
C 1.232 -1.924 -4.695
O 1.498 -1.019 -3.951
C 1.557 -3.328 -4.365
C 1.265 -4.427 -5.164
C 1.653 -5.681 -4.703
C 2.295 -5.776 -3.483
C 2.545 -4.608 -2.751
N 2.179 -3.425 -3.196
C 3.286 -4.642 -1.364
O 3.422 -5.768 -0.876
O 3.640 -3.536 -0.947
H 0.520 -0.744 -5.957
H 0.759 -4.294 -6.109
H 1.456 -6.567 -5.297
H 2.621 -6.718 -3.065
C -9.930 3.976 4.131
O -8.716 3.858 4.815
C -7.626 3.340 4.133
C -6.446 3.252 4.870
C -5.291 2.764 4.303
C -5.272 2.344 2.964
C -6.474 2.430 2.240
C -7.630 2.918 2.806
C -4.113 1.846 2.296
N -4.131 1.469 1.032
C -2.880 1.064 0.732
C -2.023 1.187 1.855
N -2.841 1.691 2.843
C -0.677 0.857 1.813
C 0.234 0.886 2.925
C 1.528 0.595 2.762
C 2.104 0.318 1.398
N 1.125 0.140 0.355
C -0.134 0.356 0.573
C -1.063 0.043 -0.516
N -0.610 -0.679 -1.537
C -1.411 -0.926 -2.548
C -2.717 -0.445 -2.646
C -3.232 0.254 -1.582
C -2.416 0.474 -0.466
H -10.629 4.400 4.853
H -10.308 3.004 3.792
H -9.851 4.644 3.266
H -6.463 3.579 5.899
H -4.391 2.709 4.899
H -6.454 2.100 1.214
H -8.528 2.967 2.205
H -2.581 1.860 3.798
H -0.163 1.106 3.912
H 2.212 0.561 3.601
H 2.775 1.153 1.113
H -0.994 -1.541 -3.332
H -3.299 -0.629 -3.539
H -4.244 0.638 -1.566
Cl 5.079 0.634 -1.833
C 4.506 1.383 -3.278
C 3.159 1.222 -3.585
C 2.798 1.820 -4.784
Cl 1.153 1.669 -5.307
C 3.654 2.529 -5.616
Cl 3.129 3.224 -7.121
C 4.979 2.682 -5.231
Cl 6.080 3.580 -6.218
C 5.413 2.101 -4.046
Cl 7.072 2.301 -3.570
F 6.600 -1.672 5.617
C 5.713 -1.480 4.597
C 6.086 -0.699 3.521
C 5.187 -0.518 2.484
C 3.932 -1.122 2.508
C 2.972 -0.977 1.382
C 3.589 -1.891 3.619
C 4.473 -2.083 4.664
H 7.068 -0.252 3.496
H 5.476 0.084 1.634
H 3.509 -0.999 0.436
H 2.277 -1.814 1.386
H 2.616 -2.358 3.654
H 4.216 -2.699 5.513

***

11
Properties=species:S:1:pos:R:3 method="wB97M-V/def2-TZVPD" lumo_energy_ev="0.59 / 0.54" relative_energy_kcal_mol=83.8 total_charge=0 homo_energy_ev="-8.3 / -8.2" orbital_gap_ev="8.87 / 8.75"
C 0.617 0.429 0.525
C 0.143 -0.454 -0.513
C -2.187 -1.124 -0.063
F -2.317 -2.334 -0.570
Cl -2.093 -1.081 1.731
H 0.531 -0.095 1.491
H 0.005 1.234 0.420
H 1.666 0.579 0.419
H 0.016 -0.149 -1.527
H 0.427 -1.426 -0.495
H -2.823 -0.244 -0.359

***

16
Properties=species:S:1:pos:R:3 method="wB97M-V/def2-TZVPD" lumo_energy_ev=0.47 relative_energy_kcal_mol=121.5 total_charge=0 homo_energy_ev=-8.8 orbital_gap_ev=9.28
H -2.964 0.344 -0.667
N -2.410 -0.597 -0.771
C -1.182 -0.458 -0.521
N -0.251 -1.480 -0.416
C 0.860 -1.405 0.578
C 1.679 -0.180 0.071
O 0.699 0.987 -0.031
C -0.528 1.007 -0.412
N -1.250 2.071 -0.335
O -0.552 3.149 -0.004
H -0.791 -2.286 0.000
H 1.498 -2.341 0.846
H 0.400 -1.446 1.595
H 1.851 -0.378 -0.917
H 2.652 0.309 0.460
H 0.290 2.706 0.523

***

12
Properties=species:S:1:pos:R:3 method="wB97M-V/def2-TZVPD" lumo_energy_ev=0.93 relative_energy_kcal_mol=38.5 total_charge=0 homo_energy_ev=-9.9 orbital_gap_ev=10.81
C 0.589 1.216 0.841
C -0.734 0.509 0.669
O -1.799 1.026 0.932
C -0.729 -0.904 0.150
C -0.200 -1.175 -1.194
O 0.511 -1.565 -0.035
H 1.362 0.831 0.172
H 0.446 2.290 0.704
H 0.936 1.046 1.868
H -1.544 -1.521 0.527
H 0.256 -0.371 -1.772
H -0.646 -1.976 -1.783

***

21
Properties=species:S:1:pos:R:3 method="wB97M-V/def2-TZVPD" lumo_energy_ev="0.35 / 0.35" relative_energy_kcal_mol=111.4 total_charge=0 homo_energy_ev="-7.4 / -7.4" orbital_gap_ev="7.72 / 7.72"
C -1.451 1.595 -0.897
C -1.334 -1.442 0.030
C 2.906 0.031 0.040
C 1.582 0.863 0.544
C 0.299 0.309 0.065
N -2.157 -0.730 0.915
N -2.098 0.571 1.186
N -0.263 1.170 -0.837
N 0.066 -1.009 0.138
O -2.431 1.407 0.069
O -1.703 -1.311 -1.321
H -1.776 2.389 -1.590
H -1.348 -2.517 0.299
H 3.130 -0.644 0.881
H 2.577 -0.466 -0.913
H 3.737 0.706 -0.178
H 1.838 1.866 0.156
H 1.758 0.886 1.619
H -3.035 -1.189 0.990
H -1.052 -0.906 -1.987
H 0.755 -1.577 0.792

***

46
Properties=species:S:1:pos:R:3 method="wB97M-V/def2-TZVPD" multiplicity=5 lumo_energy_ev="-6.19 / -6.23" relative_energy_kcal_mol=0.0 total_charge=+1 homo_energy_ev="-10.3 / -11.9" orbital_gap_ev="4.07 / 5.65"
Ag 3.046 -1.396 -0.308
Ni -0.552 -3.170 -0.053
Sn 2.064 -3.859 3.013
Sn -2.312 -1.166 2.898
P 0.645 -1.203 1.118
O 1.698 -0.132 0.721
O -0.692 -1.250 0.393
O 0.476 -1.482 2.613
O 1.279 -2.362 0.331
P -1.141 -4.924 1.978
O -1.057 -4.653 3.471
O -1.806 -3.635 1.501
O -2.266 -5.897 1.777
O 0.069 -4.792 1.051
Cl -1.096 2.900 0.328
C 0.295 2.499 -0.710
C 0.630 3.651 -1.590
Cl 2.109 3.314 -2.505
H 0.174 1.558 -1.248
H 1.137 2.316 -0.042
H 0.724 4.494 -0.906
H -0.108 3.956 -2.332
Cl -3.966 1.217 0.937
C -3.816 0.055 -0.404
C -4.468 0.527 -1.700
Cl -3.658 1.952 -2.252
H -4.247 -0.903 -0.115
H -2.752 -0.148 -0.528
H -5.533 0.671 -1.515
H -4.296 -0.227 -2.468
Cl 4.268 3.484 4.192
C 4.387 1.661 4.134
C 4.113 1.117 2.828
Cl 5.323 1.495 1.635
H 3.633 1.321 4.844
H 5.353 1.437 4.588
H 3.168 1.395 2.361
H 4.122 0.028 2.887
Cl 1.062 -0.325 -2.576
C -0.585 -0.431 -3.181
C -0.868 0.521 -4.377
Cl 0.187 0.271 -5.902
H -1.358 -0.452 -2.413
H -0.701 -1.426 -3.613
H -0.793 1.578 -4.119
H -1.890 0.415 -4.741

***

41
Properties=species:S:1:pos:R:3 method="wB97M-V/def2-TZVPD" lumo_energy_ev=-4.22 relative_energy_kcal_mol=0.0 total_charge=+1 homo_energy_ev=-12.5 orbital_gap_ev=8.30
In -0.455 1.705 0.330
F 2.061 5.087 -1.845
C 1.284 5.402 -0.826
F 1.212 6.708 -0.684
F 1.754 4.848 0.288
S -0.403 4.732 -1.156
O -0.196 3.254 -1.153
O -0.853 5.296 -2.370
N -1.230 5.185 0.113
S -1.647 4.117 1.156
O -0.481 3.366 1.730
O -2.636 3.154 0.711
C -2.311 5.131 2.559
F -2.682 4.277 3.494
F -3.337 5.827 2.128
F -1.356 5.920 3.001
Se 1.447 0.155 0.967
P 0.078 -1.314 0.000
Se -1.820 -0.265 -0.505
C -0.228 -2.673 1.128
C -1.449 -3.344 1.080
C -1.646 -4.456 1.882
C -0.632 -4.892 2.723
C 0.583 -4.222 2.769
C 0.791 -3.108 1.973
C 0.838 -1.956 -1.493
C 0.053 -2.272 -2.599
C 0.642 -2.864 -3.705
C 2.003 -3.136 -3.704
C 2.783 -2.818 -2.601
C 2.205 -2.228 -1.490
H -2.245 -2.999 0.432
H -2.592 -4.978 1.854
H -0.791 -5.758 3.352
H 1.367 -4.562 3.432
H 1.735 -2.580 2.019
H -1.006 -2.049 -2.608
H 0.038 -3.106 -4.569
H 2.460 -3.592 -4.572
H 3.845 -3.024 -2.608
H 2.818 -1.969 -0.635

***

16
Properties=species:S:1:pos:R:3 method="wB97M-V/def2-TZVPD" lumo_energy_ev=1.00 relative_energy_kcal_mol=77.7 total_charge=0 homo_energy_ev=-7.2 orbital_gap_ev=8.19
C 0.128 2.216 1.270
C 0.184 0.910 0.524
C 1.136 -0.045 0.799
C 0.951 -1.252 0.093
C -0.210 -1.250 -0.597
C -0.895 -1.862 -1.692
N -0.715 0.503 -0.380
H -0.552 2.103 2.122
H 1.114 2.479 1.668
H -0.214 3.065 0.671
H 1.947 0.089 1.484
H 1.662 -2.081 0.197
H -1.034 -0.990 -2.390
H -0.171 -2.800 -1.563
H -1.889 -2.315 -1.625
H -1.441 1.231 -0.580

***

15
Properties=species:S:1:pos:R:3 method="wB97M-V/def2-TZVPD" lumo_energy_ev=3.75 relative_energy_kcal_mol=39.1 total_charge=-1 homo_energy_ev=-2.7 orbital_gap_ev=6.44
C 1.578 1.356 0.622
C 1.594 -0.110 0.236
O 2.593 -0.789 0.466
N 0.468 -0.617 -0.306
C -0.826 0.012 -0.527
C -1.987 -0.978 -0.336
O -3.170 -0.444 -0.616
H 1.498 2.021 -0.240
H 0.701 1.545 1.241
H 2.482 1.551 1.190
H 0.478 -1.617 -0.247
H -0.843 0.457 -1.530
H -0.996 0.821 0.183
H -1.861 -1.281 0.751
H -1.708 -1.926 -0.889

***

9
Properties=species:S:1:pos:R:3 method="wB97M-V/def2-TZVPD" multiplicity=3 lumo_energy_ev="3.00 / -0.06" relative_energy_kcal_mol=25.8 total_charge=-1 homo_energy_ev="-2.2 / -4.3" orbital_gap_ev="5.18 / 4.29"
C -1.314 1.305 -1.160
C -0.551 0.800 -0.319
C 0.420 -1.488 0.166
C 0.373 0.059 0.532
O 0.863 -1.805 -0.941
O -0.008 -2.168 1.107
I 2.278 1.278 0.363
H -2.123 1.870 -1.507
H 0.062 0.149 1.760

***

Number 1: molar mass 986.0 Da. Number 2: molar mass 604.6 Da. Number 3: molar mass 890.0 Da. Number 4: molar mass 96.5 Da. Number 5: molar mass 129.1 Da. Number 6: molar mass 86.1 Da. Number 7: molar mass 158.2 Da. Number 8: molar mass 989.8 Da. Number 9: molar mass 738.1 Da. Number 10: molar mass 95.1 Da. Number 11: molar mass 102.1 Da. Number 12: molar mass 209.0 Da.